[1]
{"formula": "C6H10O", "method": "ωB97M-V/def2-TZVPD", "de_lowest_kcal_mol": 55.1, "homo_energy_ev": -8.61, "species": ["C", "C", "C", "C", "C", "C", "O", "H", "H", "H", "H", "H", "H", "H", "H", "H", "H"], "xyz": [[-0.78380, 0.27599, 2.03736], [-0.52990, -0.03164, 0.77106], [-0.76893, 0.78723, -1.35444], [-0.69307, -0.74939, -1.28637], [0.82270, -0.59938, -1.08490], [0.33821, 0.62937, -0.26397], [-1.16801, -1.02074, 0.05472], [-1.53232, -0.26236, 2.60800], [-0.24840, 1.09450, 2.50667], [1.72578, -0.44452, 2.05017], [-0.39869, 1.21311, -2.28889], [-1.71213, 1.24284, -1.03893], [-1.16962, -1.43404, -1.98708], [1.34275, -0.30019, -1.99845], [1.35353, -1.40737, -0.57537], [2.42577, -0.43061, 1.79440], [0.99613, 1.43720, 0.05602]], "forces_ev_per_a": [[0.0, -0.1, -0.1], [0.0, 0.2, 0.2], [-0.1, 0.1, -0.1], [0.0, -0.1, -0.3], [0.1, -0.1, 0.0], [0.1, 0.3, 0.2], [-0.1, 0.0, 0.1], [0.1, 0.0, -0.1], [-0.1, -0.2, -0.1], [0.2, 0.0, 0.0], [0.0, -0.1, 0.1], [0.1, 0.0, -0.1], [0.1, 0.1, 0.1], [-0.1, 0.0, 0.1], [-0.1, 0.1, 0.0], [0.0, 0.0, 0.1], [-0.2, -0.1, 0.0]]}



[2]
{"formula": "CClN3S", "method": "ωB97M-V/def2-TZVPD", "de_lowest_kcal_mol": 13.4, "homo_energy_ev": -8.58, "smiles": "[S-][N+]#CCl.N#N", "species": ["S", "N", "C", "Cl", "N", "N"], "xyz": [[2.39878, 0.11291, -0.06309], [1.05296, -0.57217, -0.08141], [-0.05406, -0.93012, -0.28150], [-1.30939, -1.71484, 0.26320], [-0.58725, 1.63618, 0.37030], [-1.50103, 1.46804, -0.20750]], "forces_ev_per_a": [[3.3, 1.4, 0.2], [-3.7, -1.4, -0.9], [2.9, 0.6, -0.1], [-2.2, -1.3, 0.7], [-0.8, 0.3, -0.3], [0.5, 0.4, 0.4]]}



[3]
{"formula": "C5H6", "method": "ωB97M-V/def2-TZVPD", "de_lowest_kcal_mol": 17.4, "homo_energy_ev": -8.45, "smiles": "C1=CCC=C1", "species": ["C", "C", "C", "C", "C", "H", "H", "H", "H", "H", "H"], "xyz": [[0.67773, 1.07346, -0.02024], [-0.66797, 0.93238, -0.03184], [-0.98884, -0.52375, -0.07922], [0.37339, -1.06460, -0.07349], [1.33093, -0.17989, -0.05958], [1.19269, 2.07578, -0.12422], [-1.47396, 1.68056, 0.08813], [-1.57659, -0.72507, 0.91481], [-1.84839, -0.73632, -0.81515], [0.61651, -2.11151, 0.15404], [2.36450, -0.42104, 0.04676]], "forces_ev_per_a": [[-0.3, 4.2, -0.8], [-0.4, 0.8, 0.2], [-2.7, 0.9, 1.6], [-0.6, -4.9, 0.3], [0.5, 0.4, 0.1], [-0.6, -1.3, 0.5], [0.9, -0.3, -0.4], [1.3, 0.0, -1.3], [1.9, -0.1, 0.5], [-0.4, 0.2, -0.6], [0.5, 0.2, 0.0]]}



[4]
{"formula": "C4H12", "method": "ωB97M-V/def2-TZVPD", "de_lowest_kcal_mol": 5.3, "homo_energy_ev": -11.61, "smiles": "CC.CC", "species": ["C", "C", "H", "H", "H", "H", "H", "H", "C", "C", "H", "H", "H", "H", "H", "H"], "xyz": [[-1.36161, 0.51943, 0.34971], [-1.90595, 1.47135, 1.41271], [-2.12995, -0.03831, -0.19042], [-0.70252, 0.97338, -0.39129], [-0.80290, -0.31513, 0.78755], [-2.51620, 0.87687, 2.09521], [-2.38841, 2.33173, 0.97976], [-1.05765, 1.78065, 2.02810], [1.15111, -1.37184, -1.36188], [2.05742, -0.52522, -0.43047], [1.75756, -2.09383, -1.88035], [0.49605, -1.96108, -0.71669], [0.64944, -0.72375, -2.07124], [2.63583, 0.11380, -1.08815], [2.67951, -1.11489, 0.24057], [1.43826, 0.07684, 0.23690]], "forces_ev_per_a": [[0.0, -0.9, -0.3], [1.1, -1.1, 0.2], [-0.3, 0.5, -0.1], [-0.1, 0.2, 0.1], [0.2, 0.3, 0.3], [-0.5, 0.4, -0.1], [-0.4, 0.2, 0.1], [-0.1, 0.4, -0.1], [0.8, 0.0, 1.5], [-0.8, -0.1, -0.4], [0.2, -0.2, -0.5], [-0.5, 0.2, -0.4], [-0.4, -0.2, 0.0], [0.5, 0.3, 0.4], [0.2, -0.2, -0.3], [0.1, 0.2, -0.2]]}



[5]
{"formula": "C38H45Br2FN5O7PRuTe", "method": "ωB97M-V/def2-TZVPD", "de_lowest_kcal_mol": 54.0, "homo_energy_ev": [-7.77, -7.75], "charge": 1, "multiplicity": 2, "species": ["Ru", "Br", "C", "C", "C", "Br", "C", "C", "C", "C", "N", "C", "C", "O", "H", "H", "H", "H", "C", "C", "N", "C", "C", "C", "O", "O", "C", "O", "C", "C", "C", "F", "C", "C", "C", "N", "C", "C", "N", "C", "C", "H", "H", "H", "H", "H", "H", "H", "H", "H", "H", "H", "H", "H", "H", "H", "H", "H", "H", "C", "N", "C", "C", "C", "C", "C", "C", "C", "C", "H", "H", "H", "H", "H", "H", "H", "H", "H", "H", "H", "H", "H", "C", "C", "O", "P", "O", "Te", "O", "C", "C", "H", "H", "H", "H", "H", "H", "H", "H", "H", "H"], "xyz": [[-2.19782, 0.21808, 1.56084], [-1.56864, 1.53399, 6.61161], [-1.22641, 2.42558, 4.98422], [-0.53058, 3.65171, 5.05662], [-0.27745, 4.38763, 3.93935], [0.67863, 6.01535, 4.08920], [-0.73907, 3.94138, 2.67059], [-0.54761, 4.61825, 1.44748], [-1.04400, 4.08170, 0.29397], [-1.72478, 2.85482, 0.34756], [-1.92255, 2.19969, 1.47073], [-1.42886, 2.72262, 2.63211], [-1.65786, 1.90981, 3.78299], [-2.32751, 0.81528, 3.55693], [-0.20171, 4.00013, 6.02518], [-0.01227, 5.55801, 1.44608], [-0.92497, 4.57719, -0.65835], [-2.13627, 2.40300, -0.54557], [1.92061, -2.35414, -5.14958], [1.00385, -1.14387, -5.11888], [0.76821, -0.65721, -3.76043], [-0.34117, -1.07961, -3.09246], [-0.71444, -0.69845, -1.85135], [-2.02155, -1.22532, -1.27645], [-2.40785, -2.32445, -1.69425], [-2.64002, -0.48508, -0.45523], [0.12621, 0.21733, -1.12499], [-0.08840, 0.63308, 0.00696], [1.36365, 0.65169, -1.84706], [2.22284, 1.52620, -1.18237], [3.35703, 1.96009, -1.81028], [4.15765, 2.85704, -1.19086], [3.69650, 1.50917, -3.09539], [2.84810, 0.63123, -3.74409], [1.65078, 0.20618, -3.13968], [4.89316, 1.91871, -3.76350], [4.73231, 2.73157, -4.95959], [5.83050, 2.33488, -5.96166], [6.89091, 1.60812, -5.18006], [7.25766, 2.39718, -3.95722], [6.05175, 2.35616, -2.99921], [2.11942, -2.66269, -6.17583], [1.46255, -3.19370, -4.62790], [2.87270, -2.14192, -4.66209], [0.02813, -1.38096, -5.54152], [1.39534, -0.31810, -5.71495], [-0.96153, -1.78746, -3.62989], [1.95981, 1.86180, -0.18732], [3.13997, 0.25624, -4.71482], [4.80468, 3.80161, -4.72366], [3.75454, 2.55915, -5.40185], [6.30776, 3.19532, -6.42650], [5.48628, 1.65091, -6.73550], [7.70006, 1.38101, -5.75626], [6.46063, 0.73781, -4.85199], [7.48014, 3.40425, -4.30597], [8.15794, 1.96409, -3.52758], [5.93225, 3.35233, -2.56503], [6.22979, 1.65184, -2.18814], [-4.97272, -3.92940, 2.80293], [-4.58150, -3.65972, 1.38772], [-5.58825, -4.12091, 0.38792], [-4.07058, -2.24175, 1.14112], [-4.90563, -1.07250, 1.60773], [-6.29135, -1.10776, 1.76857], [-7.00146, 0.02774, 2.11237], [-6.30824, 1.22119, 2.28062], [-4.93791, 1.25314, 2.12140], [-4.17257, 0.12037, 1.79076], [-5.19828, -4.98943, 2.89684], [-5.83635, -3.32273, 3.04479], [-4.13215, -3.64134, 3.43149], [-3.75298, -4.22573, 1.20678], [-6.52527, -3.60537, 0.55441], [-5.71768, -5.19372, 0.51267], [-5.19813, -3.88710, -0.59950], [-3.85844, -2.21389, 0.07415], [-3.11121, -2.24274, 1.67111], [-6.85525, -2.02130, 1.63580], [-8.07356, -0.01952, 2.24369], [-6.84434, 2.12453, 2.54233], [-4.42225, 2.19451, 2.27813], [1.53155, -1.40487, 5.98197], [2.01146, -1.54483, 4.55767], [1.02336, -2.17225, 3.71078], [-0.15614, -1.28918, 3.07601], [0.31296, 0.07694, 2.77551], [-2.06779, -1.59915, 4.53253], [-0.53686, -2.20901, 1.82305], [0.47921, -2.60596, 0.87432], [0.89682, -4.03381, 1.12583], [2.36366, -1.07072, 6.60399], [1.17535, -2.35892, 6.36989], [0.72798, -0.67456, 6.07162], [2.88161, -2.19899, 4.49236], [2.26397, -0.57762, 4.12031], [1.32021, -1.91151, 0.93419], [0.01367, -2.50158, -0.10621], [1.28893, -4.15688, 2.13339], [1.67276, -4.31853, 0.41308], [0.05435, -4.71137, 0.98877]], "forces_ev_per_a": [[-1.5, 0.0, -0.3], [0.0, -0.1, 0.0], [0.1, 0.2, 0.2], [-0.1, -0.1, 0.0], [-0.1, -0.1, -0.1], [0.0, 0.0, 0.0], [0.1, 0.2, 0.1], [0.0, 0.1, 0.0], [-0.1, -0.1, 0.1], [-0.4, 0.2, -0.2], [0.6, -0.1, -0.3], [0.1, 0.1, 0.0], [-0.3, 0.1, -0.2], [0.6, -0.3, 0.8], [0.0, 0.0, 0.0], [0.0, 0.0, 0.0], [0.0, 0.0, 0.0], [0.1, -0.1, 0.0], [0.0, -0.1, 0.0], [-0.1, 0.1, 0.1], [0.0, 0.1, -0.1], [-0.2, -0.2, -0.1], [0.0, 0.1, 0.1], [0.1, 0.0, -0.1], [-0.1, -0.1, 0.0], [0.5, 0.1, -0.1], [0.2, 0.3, 0.1], [0.4, -0.1, -0.1], [-0.4, -0.1, 0.4], [0.0, -0.1, -0.2], [-0.1, -0.1, -0.2], [0.0, 0.0, 0.0], [0.2, 0.2, 0.3], [-0.2, -0.1, 0.1], [0.3, 0.1, 0.0], [-0.2, -0.1, -0.1], [-0.1, 0.1, 0.0], [0.2, -0.1, 0.0], [-0.1, -0.1, 0.0], [0.1, -0.1, -0.2], [0.0, 0.0, 0.1], [0.0, 0.0, 0.0], [0.0, 0.0, 0.0], [0.0, 0.0, 0.0], [0.0, -0.1, 0.0], [0.0, 0.0, 0.0], [0.0, 0.0, 0.0], [0.0, 0.0, 0.0], [0.0, 0.0, 0.0], [0.0, 0.0, 0.0], [0.0, 0.0, 0.0], [0.0, 0.0, 0.0], [-0.1, 0.0, 0.0], [0.0, 0.1, 0.0], [0.0, 0.0, 0.0], [0.0, 0.0, 0.0], [0.0, 0.0, 0.0], [0.0, 0.0, 0.0], [0.0, 0.0, 0.0], [0.1, 0.0, -0.3], [0.0, 0.0, 0.0], [0.1, 0.1, 0.2], [-0.1, -0.2, 0.1], [0.2, -0.1, -0.1], [0.1, 0.0, 0.0], [0.1, 0.1, 0.0], [-0.2, -0.1, 0.0], [0.4, 0.0, 0.1], [-0.4, 0.2, -0.2], [0.0, 0.0, 0.1], [0.0, 0.0, 0.1], [-0.1, 0.0, 0.0], [0.0, 0.0, 0.0], [0.0, 0.0, 0.0], [-0.1, 0.0, -0.1], [0.0, 0.0, 0.0], [0.0, 0.1, 0.0], [0.0, 0.1, -0.1], [0.0, -0.1, 0.0], [0.0, 0.0, 0.0], [0.0, 0.0, 0.0], [0.0, 0.0, 0.0], [0.1, 0.0, 0.1], [0.0, 0.0, -0.1], [0.0, -0.1, 0.0], [0.2, -0.1, 0.3], [0.2, 0.0, 0.0], [0.1, 0.0, 0.0], [-0.2, -0.2, -0.1], [-0.1, 0.1, -0.1], [0.1, -0.1, 0.0], [0.0, 0.0, 0.0], [0.0, 0.0, 0.0], [0.0, 0.0, 0.0], [0.0, 0.0, 0.0], [0.0, 0.0, 0.1], [0.0, 0.0, 0.0], [0.1, 0.0, 0.0], [0.0, 0.0, 0.0], [0.0, 0.0, 0.0], [0.0, 0.0, 0.0]]}